Entry 1:
A gas-phase ion, C4H10NO (charge +1), computed with the ωB97M-V functional and the def2-TZVPD basis.

Cartesian coordinates (Å):
C (-2.21, -1.09, -0.56)
O (-0.99, -0.78, 0.07)
C (-0.53, 0.66, -0.15)
N (0.74, 0.81, 0.55)
C (1.58, -0.36, 0.84)
C (2.01, 0.65, -0.14)
H (-2.33, -2.16, -0.41)
H (-2.17, -0.88, -1.64)
H (-3.05, -0.56, -0.11)
H (-1.30, 1.32, 0.26)
H (-0.42, 0.81, -1.22)
H (0.70, 1.52, 1.28)
H (1.17, -1.30, 0.50)
H (2.04, -0.39, 1.82)
H (2.80, 1.35, 0.11)
H (1.95, 0.42, -1.20)

Properties
LUMO, eV: -3.3
Total charge: +1
HOMO, eV: -14.573
SMILES string: COC[NH+]1CC1

=====

Entry 2:
A molecular structure, C8H16BrF2MgN2NaO10, computed with the ωB97M-V functional and the def2-TZVPD basis.

Cartesian coordinates (Å):
C (-0.19, 1.34, -0.41)
N (-0.50, 0.98, -1.82)
Br (-0.76, 2.88, -2.80)
C (-1.82, 0.30, -1.97)
C (-1.88, -1.11, -1.34)
O (-3.03, -1.18, -0.50)
C (0.57, 0.31, -2.52)
O (0.47, 0.16, -3.69)
N (1.79, -0.14, -1.84)
C (1.66, -1.33, -1.15)
O (1.44, -1.35, 0.05)
F (1.71, -2.40, -1.85)
H (0.81, 1.76, -0.32)
H (-0.86, 2.15, -0.14)
H (-0.35, 0.52, 0.28)
H (-2.00, 0.22, -3.03)
H (-2.57, 0.95, -1.49)
H (-0.99, -1.39, -0.78)
H (-2.06, -1.84, -2.12)
H (-2.85, -0.59, 0.23)
H (2.23, 0.58, -1.27)
C (-2.56, 5.82, -1.29)
O (-3.57, 6.48, -1.55)
O (-2.55, 4.75, -0.56)
O (-1.37, 6.09, -1.73)
Na (-3.06, 3.08, -1.16)
Mg (3.48, -1.10, 0.31)
O (-2.01, -3.18, -3.87)
H (-2.51, -3.35, -4.67)
H (-1.18, -3.64, -4.01)
O (0.44, -3.10, 2.83)
H (0.19, -2.46, 2.16)
H (1.37, -3.29, 2.64)
C (1.83, -1.09, 5.35)
C (3.26, -0.65, 4.96)
O (3.75, -1.35, 4.00)
O (3.73, 0.27, 5.58)
H (1.47, -1.92, 4.75)
H (1.83, -1.39, 6.40)
H (1.15, -0.25, 5.22)
F (5.36, -0.64, 2.98)

Properties
LUMO, eV: -4.0
HOMO, eV: -7.504

=====

Entry 3:
A molecular structure, C15H21IN2OV, computed with the ωB97M-V functional and the def2-TZVPD basis.

Cartesian coordinates (Å):
C (1.75, 3.09, 0.72)
C (2.77, 2.00, 0.41)
H (1.26, 3.48, -0.19)
H (2.25, 3.95, 1.18)
H (0.99, 2.75, 1.44)
H (2.57, 1.44, -0.52)
H (3.75, 2.48, 0.26)
H (2.89, 1.31, 1.25)
C (-2.62, 1.51, -0.52)
C (-3.88, 1.45, -1.11)
C (-4.18, 0.41, -2.01)
C (-3.21, -0.56, -2.23)
H (-2.34, 2.28, 0.20)
H (-4.63, 2.20, -0.87)
H (-5.15, 0.34, -2.51)
H (-3.42, -1.46, -2.82)
N (-1.64, 0.62, -0.82)
C (-1.93, -0.41, -1.67)
C (-0.83, -1.34, -1.87)
N (0.35, -1.01, -1.24)
C (1.38, -1.89, -1.31)
C (0.09, -3.44, -2.65)
C (1.28, -3.11, -2.00)
H (2.29, -1.58, -0.78)
H (2.13, -3.78, -2.01)
C (-0.98, -2.55, -2.57)
H (-1.96, -2.79, -2.98)
H (-0.01, -4.37, -3.21)
V (0.41, 0.83, -0.26)
I (0.75, 2.18, -2.48)
C (0.53, 0.49, 3.93)
C (1.16, -0.03, 2.65)
C (1.08, -1.53, 2.45)
O (0.56, 0.64, 1.51)
H (-0.54, 0.28, 3.98)
H (0.66, 1.58, 3.99)
H (1.01, 0.05, 4.80)
H (2.23, 0.24, 2.69)
H (0.04, -1.84, 2.31)
H (1.66, -1.84, 1.57)
H (1.47, -2.09, 3.31)

Properties
LUMO (spin up / spin down), eV: -10.0 / -8.5
Expectation value of S²: 0.953
Total charge: +2
2S+1: 2
HOMO (spin up / spin down), eV: -16.084 / -16.103

=====

Entry 4:
2 unconnected molecules or ions with the total composition C4H7BrNO2, computed with the ωB97M-V functional and the def2-TZVPD basis.

Cartesian coordinates (Å):
C (2.90, 0.85, -0.67)
C (0.58, -1.31, -0.37)
C (-0.82, 0.45, 0.96)
C (0.50, -0.05, 0.36)
N (1.78, 0.72, 0.55)
O (3.23, -0.22, -1.08)
O (3.03, 2.03, -0.86)
Br (-3.79, 0.92, -0.79)
H (-0.35, -1.52, -1.03)
H (0.45, -1.97, 0.45)
H (1.49, -1.42, -0.91)
H (-1.08, -0.12, 1.86)
H (-1.71, 0.28, 0.22)
H (-0.76, 1.52, 1.01)
H (1.72, 1.58, 1.10)

Properties
LUMO, eV: 2.5
Total charge: -1
HOMO, eV: -4.363

=====

Calculated DFT total energy in order - -7839.0887, -117336.9789, -54696.7987, -79890.4458 eV
Calculated molecular weight in order - 88.13, 465.41, 423.19, 181.01 Da
Calculated largest force on an atom in order - 3.918, 3.929, 3.153, 6.999 eV Å⁻¹